A structure of composition C27H45BrN2OP2Ti in a non-equilibrium geometry. Source: the OMol25 dataset; level of theory: the ωB97M-V functional and the def2-TZVPD basis.

Properties
multiplicity	3
largest force on an atom	0.0857	hartree/bohr
charge	+2
HOMO-LUMO gap (alpha / beta)	5.9 / 2.7	eV
HOMO energy (alpha / beta)	-11.8 / -11.9	eV
expectation value of S²	2.010
energy relative to the best compared isomer or geometry (same formula, charge and spin)	0.0	kcal/mol

CARTESIAN COORDINATES (ANGSTROEM)
N 2.52 -11.05 1.53
C 1.92 -10.43 2.55
C 1.71 -9.05 2.55
C 2.10 -8.29 1.43
C 2.71 -8.97 0.36
C 2.93 -10.35 0.47
C 1.85 -6.85 1.39
Ti 0.06 0.03 0.07
P -4.57 2.26 -3.75
C 1.28 -6.23 0.32
C 0.96 -4.82 0.28
C 0.43 -4.25 -0.89
C 0.08 -2.90 -0.96
C 0.27 -2.08 0.18
C 0.81 -2.62 1.36
C 1.16 -3.98 1.41
Br -1.22 1.97 -0.49
H 2.10 -6.29 2.29
H 0.98 -6.83 -0.55
H 1.21 -8.58 3.39
H 3.02 -8.44 -0.54
H 1.60 -11.04 3.40
H 3.43 -10.90 -0.34
H 0.29 -4.91 -1.76
H 1.57 -4.40 2.32
H -0.36 -2.49 -1.87
H 0.95 -2.00 2.25
P 1.60 0.18 -1.71
C -5.09 1.13 -2.38
C -6.55 0.69 -2.52
H -4.94 1.70 -1.45
H -4.42 0.26 -2.35
H -6.94 0.41 -1.54
H -7.17 1.51 -2.92
H -6.65 -0.17 -3.19
C -3.65 1.02 -4.78
C -3.56 1.40 -6.25
H -4.21 0.08 -4.66
H -2.66 0.88 -4.34
H -3.36 0.51 -6.84
H -4.49 1.85 -6.61
H -2.75 2.11 -6.43
C -3.16 3.12 -2.94
C -3.49 4.54 -2.51
H -2.31 3.09 -3.64
H -2.86 2.52 -2.07
H -2.56 5.11 -2.39
H -4.11 5.03 -3.27
H -4.02 4.58 -1.55
C 2.31 1.87 -1.75
C 3.83 1.99 -1.88
H 1.94 2.42 -0.86
H 1.83 2.36 -2.61
H 4.36 1.61 -1.00
H 4.21 1.45 -2.76
H 4.09 3.05 -2.01
C 0.92 -0.02 -3.40
C 1.32 -1.28 -4.18
H 1.21 0.87 -3.97
H -0.17 0.02 -3.28
H 2.26 -1.16 -4.73
H 1.42 -2.17 -3.54
H 0.54 -1.50 -4.92
C 2.98 -1.01 -1.57
C 3.60 -1.05 -0.18
H 3.74 -0.76 -2.33
H 2.57 -2.00 -1.84
H 3.85 -2.09 0.08
H 4.52 -0.47 -0.11
H 2.92 -0.68 0.61
C 1.24 2.68 2.56
C 1.56 1.24 2.50
N 2.41 0.71 3.38
O 1.04 0.47 1.63
H 1.74 3.12 3.43
H 0.16 2.85 2.66
H 1.60 3.21 1.66
H 2.63 -0.27 3.36
H 2.82 1.28 4.10